{
  "formula": "C6H32O10",
  "method": "ωB97M-V/def2-TZVPD",
  "gap_ev": 9.325,
  "e_above_lowest_kj_mol": 242.5,
  "e_lumo_ev": -0.41,
  "total_energy_ev": -27214.7963,
  "fmax_ev_per_a": 2.30,
  "elements": ["C", "C", "O", "H", "H", "H", "H", "H", "H", "C", "C", "O", "H", "H", "H", "H", "H", "H", "C", "C", "O", "H", "H", "H", "H", "H", "H", "O", "H", "H", "O", "H", "H", "O", "H", "H", "O", "H", "H", "O", "H", "H", "O", "H", "H", "O", "H", "H"],
  "positions_angstrom": [[-3.27379, 0.60594, 2.70699], [-2.35556, -0.40837, 2.04219], [-1.52025, -1.02591, 3.01982], [-2.79991, 1.55818, 2.95526], [-3.69292, 0.21269, 3.63481], [-4.13835, 0.88433, 2.09569], [-1.66601, 0.15246, 1.40091], [-2.88946, -1.05183, 1.33987], [-1.46834, -1.96999, 2.81811], [0.28875, -1.13160, -3.72123], [-0.42596, 0.01967, -4.45808], [-0.78071, -0.36086, -5.77640], [-0.35710, -2.01033, -3.73712], [0.37289, -0.83419, -2.67543], [1.23163, -1.25675, -4.24163], [0.22899, 0.89495, -4.43435], [-1.30468, 0.35267, -3.89563], [-0.41154, 0.30065, -6.36722], [1.25141, 2.06948, 2.69701], [1.93649, 3.40890, 2.48944], [3.36909, 3.25745, 2.41678], [0.19902, 2.29867, 2.89929], [1.64514, 1.56257, 3.58116], [1.32392, 1.30029, 1.93034], [1.60952, 4.11904, 3.24326], [1.76145, 3.85657, 1.50277], [3.55688, 2.68978, 1.66704], [3.05412, -0.92497, 1.02857], [2.77664, -1.66884, 1.57180], [2.23783, -0.62578, 0.58399], [2.22981, -2.78336, -1.47674], [1.42670, -2.40119, -1.10482], [1.93243, -3.27785, -2.24899], [3.10247, 2.40829, -1.75914], [2.29255, 1.92681, -1.55911], [3.76247, 2.02927, -1.16620], [-1.29137, 2.08871, -0.15325], [-1.87887, 2.34410, 0.56881], [-1.85478, 2.07712, -0.93645], [-0.67219, -3.71937, 1.55579], [-1.24067, -3.16881, 0.98887], [-1.05155, -4.60317, 1.51008], [0.50687, -0.34044, 0.10199], [-0.30431, -0.85193, 0.20952], [0.20096, 0.56699, -0.06593], [-2.15353, -2.65049, -0.62912], [-2.90457, -3.25749, -0.60357], [-1.86161, -2.66208, -1.54979]],
  "forces_ev_per_angstrom": [[-0.716, 0.158, 0.184], [0.853, 1.346, -0.150], [-0.686, -0.622, -0.319], [0.369, -0.215, 0.070], [0.116, -0.114, -0.010], [0.116, -0.221, -0.234], [-0.190, 0.059, -0.132], [-0.112, -0.535, 0.552], [0.248, 0.055, 0.198], [-1.164, 1.134, -0.402], [0.218, -0.118, 0.850], [0.150, 0.247, 0.040], [0.243, -0.232, -0.308], [0.567, -0.034, -0.003], [0.214, -0.532, 0.414], [0.153, -0.046, -0.294], [-0.281, -0.267, -0.119], [-0.122, -0.128, -0.153], [-0.523, 0.179, 0.706], [1.003, -0.800, -1.904], [0.025, 0.362, 1.201], [-0.083, -0.367, -0.101], [0.021, 0.296, 0.160], [0.100, 0.429, -0.440], [0.609, 0.026, 0.268], [-1.106, -0.028, 0.195], [-0.059, -0.109, -0.029], [-0.114, 0.328, -0.152], [-0.009, 0.036, -0.048], [0.373, -0.386, 0.378], [-0.139, -0.147, -0.150], [0.151, 0.074, 0.061], [0.044, 0.048, 0.074], [-0.040, -0.028, 0.148], [0.092, -0.009, -0.013], [-0.046, -0.031, -0.125], [-0.095, -0.015, -0.145], [0.143, -0.031, -0.020], [0.075, 0.044, 0.071], [-0.303, 0.363, 0.143], [0.327, -0.437, -0.121], [0.059, 0.051, 0.010], [-0.303, 0.197, -0.510], [0.091, 0.063, 0.131], [-0.151, -0.177, 0.153], [-0.217, -0.009, -0.218], [0.049, 0.130, -0.035], [0.050, 0.011, 0.129]]
}